(1)
Computed, not measured: a single C16H12ClN3OS2 molecule, with ωB97M-V with the def2-TZVPD basis set.

```
35
Properties=species:S:1:pos:R:3
O -1.19 -1.44 -2.17
C -0.29 -2.02 -1.61
N -0.23 -2.26 -0.27
C -0.82 -1.42 0.69
C -2.06 -0.83 0.47
C -2.57 0.07 1.39
C -1.84 0.37 2.53
C -0.62 -0.24 2.78
C -0.12 -1.14 1.86
H 0.84 -1.61 2.04
H -0.07 -0.01 3.67
Cl -2.45 1.53 3.66
H -3.52 0.55 1.22
H -2.61 -1.05 -0.43
H 0.61 -2.73 0.05
C 0.84 -2.64 -2.42
H 0.90 -2.12 -3.38
H 0.64 -3.70 -2.60
S 2.48 -2.60 -1.62
C 2.51 -0.98 -0.94
N 3.62 -0.69 -0.28
C 3.63 0.48 0.34
C 2.54 1.34 0.33
C 1.42 0.93 -0.42
N 1.44 -0.23 -1.08
C 0.22 1.71 -0.48
C -0.87 1.54 -1.30
C -1.90 2.46 -1.05
C -1.59 3.33 -0.04
S -0.04 3.04 0.61
H -2.19 4.12 0.36
H -2.83 2.48 -1.59
H -0.92 0.76 -2.04
H 2.54 2.27 0.86
H 4.54 0.72 0.87
```

Values from the calculation:
charge: 0
HOMO-LUMO gap: 8.24 eV
total energy: -57498.4870 eV
E_LUMO: -0.21 eV

(2)
Computed, not measured: a molecular structure, C16H12CuF5IN2O2, with ωB97M-V with the def2-TZVPD basis set.

```
39
Properties=species:S:1:pos:R:3
Cu 10.80 9.28 3.76
C 6.33 7.92 3.66
C 6.52 9.35 3.37
N 5.45 10.15 3.27
C 5.67 11.43 3.23
C 6.86 12.08 3.40
C 6.72 13.58 3.42
O 7.92 14.31 3.66
C 8.04 11.32 3.38
C 9.34 11.85 3.20
N 10.54 11.27 3.48
C 11.67 12.07 3.46
C 11.63 13.46 3.16
C 12.73 14.30 3.14
C 13.95 13.82 3.51
C 14.10 12.44 3.61
C 13.01 11.58 3.66
I 13.45 9.52 3.70
C 7.88 9.85 3.56
O 8.84 9.09 3.75
H 5.29 7.62 3.45
H 6.54 7.83 4.71
H 7.04 7.23 3.15
H 4.79 12.06 2.88
H 5.95 13.79 4.22
H 6.29 13.91 2.46
H 7.76 15.08 4.27
H 9.33 12.82 2.72
H 10.61 13.91 3.15
H 12.58 15.39 3.02
H 14.80 14.40 3.62
H 15.08 11.97 3.71
F 12.16 6.86 4.32
C 11.25 7.33 3.47
F 11.91 7.22 2.22
C 10.01 6.38 3.48
F 10.51 5.12 3.33
F 9.15 6.67 2.44
F 9.42 6.43 4.70
```

Values from the calculation:
2S+1: 2
charge: 0
HOMO-LUMO gap (alpha / beta): 6.69 / 6.38 eV
total energy: -90187.2913 eV
E_LUMO (alpha / beta): -1.05 / -1.35 eV

(3)
Computed, not measured: 2 unconnected molecules or ions with the total composition C16H12F3N, with ωB97M-V with the def2-TZVPD basis set.

```
32
Properties=species:S:1:pos:R:3
F -2.13 -1.23 -4.72
C -1.98 -0.08 -4.04
F -1.78 0.94 -4.89
F -3.07 0.16 -3.30
C -0.78 -0.20 -3.12
C -0.04 0.92 -2.79
C 1.04 0.81 -1.95
C 1.42 -0.43 -1.42
C 2.55 -0.53 -0.56
C 2.99 -1.65 0.00
N 3.39 -2.64 0.52
C 0.65 -1.55 -1.76
C -0.43 -1.44 -2.60
H -0.34 1.87 -3.20
H 1.61 1.68 -1.69
H 3.10 0.36 -0.33
H 0.93 -2.51 -1.36
H -1.03 -2.30 -2.87
C 1.11 0.25 2.63
C 0.31 -0.85 2.88
C -1.06 -0.89 3.11
C -1.95 0.16 3.16
C -1.70 1.51 2.99
C -0.50 2.14 2.71
C 0.75 1.58 2.54
H 2.16 0.04 2.49
H 0.82 -1.80 2.90
H -1.48 -1.87 3.28
H -2.98 -0.10 3.37
H -2.56 2.16 3.09
H -0.55 3.22 2.61
H 1.55 2.27 2.32
```

Values from the calculation:
charge: 0
HOMO-LUMO gap: 3.35 eV
total energy: -26425.4615 eV
E_LUMO: -2.45 eV

(4)
Computed, not measured: a molecular structure, C16H13AsClNO9RuS2, with ωB97M-V with the def2-TZVPD basis set.

```
44
Properties=species:S:1:pos:R:3
Ru 1.58 -0.15 1.51
O -0.48 2.69 0.10
As 0.18 1.54 -1.02
O -0.82 1.21 -2.23
O 0.50 0.15 -0.01
C 1.81 2.34 -1.69
C 1.68 2.79 -3.00
C 2.72 3.48 -3.61
C 3.90 3.72 -2.93
C 4.05 3.26 -1.63
C 3.02 2.58 -1.03
S 3.27 1.92 0.58
O 4.50 2.37 1.11
O 3.20 0.41 0.37
O 2.05 2.20 1.37
H 0.16 2.89 0.80
H 0.75 2.59 -3.52
H 2.60 3.83 -4.63
H 4.70 4.26 -3.41
H 4.97 3.42 -1.08
C -3.22 -4.57 0.10
C -3.25 -3.10 -0.17
C -3.73 -2.59 -1.37
C -3.74 -1.23 -1.60
Cl -4.35 -0.63 -3.12
C -3.26 -0.34 -0.66
C -2.78 -0.82 0.55
C -2.78 -2.19 0.78
O -2.33 -2.77 1.95
C -1.74 -1.92 2.89
C -0.43 -1.35 2.39
O 0.37 -2.02 1.69
O -0.11 -0.15 2.69
H -3.64 -5.13 -0.74
H -3.78 -4.82 1.00
H -2.20 -4.92 0.26
H -4.10 -3.27 -2.13
H -3.24 0.72 -0.87
H -2.41 -0.12 1.27
H -1.52 -2.54 3.76
H -2.39 -1.10 3.20
S 4.24 -1.20 5.17
C 3.36 -0.84 3.93
N 2.69 -0.57 2.98
```

Values from the calculation:
2S+1: 5
relative energy (zero: lowest compared OMol25 entry of this formula, charge and spin): 0.000 eV
charge: 0
HOMO-LUMO gap (alpha / beta): 7.02 / 4.84 eV
total energy: -134332.2659 eV
E_LUMO (alpha / beta): -1.30 / -3.48 eV

(5)
Computed, not measured: a single C16H13BrN2O molecule, with ωB97M-V with the def2-TZVPD basis set.

```
33
Properties=species:S:1:pos:R:3
O -0.37 -3.52 0.40
C -0.77 -2.36 1.00
C 0.06 -1.26 0.93
C -0.36 -0.04 1.51
C 0.40 1.15 1.45
C -0.04 2.31 2.02
C -1.27 2.35 2.70
C -2.03 1.22 2.78
C -1.61 0.02 2.19
C -2.40 -1.14 2.27
C -2.00 -2.31 1.68
H -2.61 -3.19 1.73
H -3.35 -1.10 2.79
H -2.98 1.24 3.30
H -1.60 3.28 3.15
H 0.56 3.21 1.96
H 1.35 1.16 0.93
C 1.36 -1.43 0.16
N 1.12 -1.41 -1.27
C 1.16 -0.32 -2.07
N 0.40 -0.41 -3.17
C 0.41 0.56 -4.05
C 1.17 1.71 -3.89
C 1.98 1.82 -2.76
C 1.98 0.80 -1.84
H 2.63 0.85 -0.98
H 2.60 2.69 -2.62
Br 1.12 3.10 -5.19
H -0.22 0.42 -4.92
H 0.46 -2.11 -1.58
H 2.09 -0.67 0.43
H 1.77 -2.41 0.41
H -1.02 -4.21 0.57
```

Values from the calculation:
relative energy (zero: lowest compared OMol25 entry of this formula, charge and spin): 0.476 eV
charge: 0
HOMO-LUMO gap: 8.24 eV
total energy: -91873.6773 eV
E_LUMO: 0.45 eV

(6)
Computed, not measured: a single C16H13N3O3S molecule, with ωB97M-V with the def2-TZVPD basis set.

```
36
Properties=species:S:1:pos:R:3
O 4.74 -0.95 4.03
O 0.46 2.85 0.16
N -2.25 -1.83 -4.01
N -4.02 -2.30 -1.79
O 6.43 0.19 2.95
S 2.39 0.78 2.95
C 5.11 -0.12 3.20
C 0.58 1.87 0.92
C 4.30 1.27 1.27
C 3.05 1.73 0.63
C 4.07 0.66 2.47
C 1.91 1.51 1.38
C -3.17 -2.81 -4.00
C -4.01 -3.05 -2.91
C -1.29 0.77 -1.75
C -2.06 0.58 -0.59
C -1.36 -0.03 -2.85
C -2.99 -0.47 -0.66
C -2.27 -1.09 -2.93
C -3.08 -1.30 -1.79
N -0.54 1.09 1.19
C -0.51 -0.10 2.06
C -1.83 1.44 0.62
H 6.94 -0.32 3.59
H 5.27 1.29 0.78
H 3.08 2.26 -0.31
H -3.28 -3.47 -4.85
H -4.67 -3.90 -2.93
H -0.55 1.56 -1.75
H -0.72 0.11 -3.71
H -3.62 -0.70 0.20
H -0.36 0.22 3.08
H -1.45 -0.65 2.02
H 0.27 -0.78 1.73
H -2.64 1.21 1.29
H -1.92 2.48 0.33
```

Values from the calculation:
relative energy (zero: lowest compared OMol25 entry of this formula, charge and spin): 0.000 eV
charge: 0
HOMO-LUMO gap: 8.53 eV
total energy: -38250.7497 eV
E_LUMO: -0.49 eV